Density functional theory data (ωB97M-V/def2-TZVPD) for a molecular structure, C41H36BrMnN6O7.

Its HOMO energy (alpha / beta) is -7.2 / -7.7 eV. As for the LUMO energy (alpha / beta): -1.13 / -1.26 eV. The spin multiplicity is 5. The orbital gap (alpha / beta) comes out at 6.067 / 6.455 eV.

Geometry as XYZ:
```
92
Properties=species:S:1:pos:R:3:forces:R:3:lowdin_charge:R:1
Mn -0.1617 0.9244 0.1127 -1.64 0.02 0.99 0.628
O -0.4026 -0.9461 -3.4186 -0.18 -0.21 0.01 0.054
C 0.7366 -0.5457 -4.0129 0.25 0.14 -0.11 -0.264
C 1.1469 -1.2352 -5.1560 -0.16 -0.03 0.20 -0.016
C 2.2847 -0.8607 -5.8351 0.00 0.09 -0.06 -0.098
C 3.0189 0.2403 -5.4176 0.23 0.07 -0.12 -0.107
C 2.6281 0.9226 -4.2833 -0.19 -0.26 -0.03 -0.053
C 1.5147 0.5237 -3.5530 -0.05 0.16 0.43 -0.090
C 1.2079 1.2809 -2.2633 -0.69 0.51 -0.87 -0.381
O 0.0195 0.9505 -1.6828 0.51 0.01 -3.18 -0.270
N 2.2950 1.0169 -1.2910 0.07 -0.04 1.08 0.058
N 1.7779 0.9600 0.0068 4.59 -0.63 1.25 -0.094
C 2.6241 0.6092 0.9715 -0.49 1.03 -3.73 -0.146
C 2.2354 0.4185 2.2872 -1.18 -0.88 3.48 -0.448
Br 0.3403 0.9473 2.5994 1.27 -0.20 1.54 0.936
C 2.8341 -0.2093 3.3630 -1.81 1.29 -1.83 -0.067
C 4.1067 -0.8490 3.4446 1.57 -0.69 0.18 -0.220
C 4.2420 -1.9078 4.3667 -0.32 0.42 -0.41 -0.028
C 5.4164 -2.6180 4.4690 0.35 -0.18 -0.02 -0.076
C 6.5118 -2.2816 3.6826 -0.19 0.09 0.01 -0.073
C 6.4161 -1.2080 2.8088 0.21 -0.12 -0.01 -0.075
C 5.2379 -0.5026 2.6874 -0.48 0.10 0.20 -0.030
H -0.5620 -0.3503 -2.6559 0.20 0.16 0.05 0.069
H 0.5428 -2.0677 -5.4811 -0.06 -0.12 -0.06 0.114
H 2.5910 -1.4149 -6.7090 0.02 -0.05 -0.12 0.098
H 3.8830 0.5681 -5.9769 0.08 -0.02 -0.03 0.094
H 3.1916 1.7839 -3.9516 0.08 0.12 0.05 0.110
H 1.1974 2.3678 -2.5081 0.23 -0.36 0.13 0.148
H 3.0260 1.7245 -1.3616 -0.13 -0.23 0.24 0.130
H 3.6563 0.4035 0.7108 -0.03 -0.04 -0.10 0.129
H 2.2135 -0.3311 4.2376 -0.16 0.07 0.07 0.097
H 3.3886 -2.1875 4.9687 -0.05 0.00 0.08 0.114
H 5.4889 -3.4436 5.1634 -0.03 -0.02 0.03 0.107
H 7.4323 -2.8411 3.7545 0.06 -0.03 0.04 0.104
H 7.2730 -0.9148 2.2185 0.03 0.00 -0.03 0.107
H 5.2049 0.3581 2.0382 0.01 0.07 -0.08 0.103
O -2.3025 2.3231 -1.5870 -0.80 -0.01 -0.04 0.068
C -2.7716 1.5501 -0.7626 0.66 0.82 -0.54 -0.587
O -2.0719 1.0395 0.1962 -1.25 -0.35 1.07 -0.173
C -4.2316 1.2271 -0.7682 -0.22 -0.04 -0.28 -0.109
C -4.9280 1.3481 -1.9714 0.03 0.00 0.27 0.011
C -6.2979 1.1461 -2.0130 0.16 0.01 -0.06 -0.049
C -6.9876 0.8482 -0.8534 -0.09 -0.14 0.49 0.010
C -6.2857 0.7264 0.3465 0.76 0.38 -1.52 -0.151
C -4.9049 0.8937 0.3951 -0.32 -0.07 0.14 0.062
N -7.0001 0.4613 1.5538 -0.75 -0.26 1.34 -0.350
O -6.3697 0.4701 2.6052 -0.38 -0.05 -0.46 0.069
O -8.2050 0.2564 1.4752 0.54 0.05 0.12 0.071
H -4.3724 1.6109 -2.8589 0.05 0.04 -0.05 0.124
H -6.8230 1.2395 -2.9524 -0.08 -0.02 -0.01 0.109
H -8.0588 0.7112 -0.8472 0.00 0.00 -0.02 0.118
H -4.3969 0.7710 1.3408 0.12 -0.01 -0.08 0.128
C -1.6844 6.4824 0.8708 -0.22 -0.01 -0.06 -0.021
N -0.8287 5.3752 0.5367 -0.13 0.12 0.05 -0.093
C 0.4398 5.5315 -0.1196 0.32 -0.04 -0.24 -0.028
C 0.9346 4.0820 -0.1706 -0.08 0.33 0.01 -0.448
O 1.9965 3.7207 -0.6200 0.32 0.26 -0.06 0.059
N -0.0280 3.2902 0.3775 -0.37 -1.01 0.05 0.128
C -1.0343 4.0697 0.7682 0.27 0.17 0.11 -0.390
N -2.0963 3.5990 1.4262 -0.16 0.08 0.04 0.234
H -1.0703 7.3784 0.9637 -0.07 -0.05 0.06 0.095
H -2.1794 6.3010 1.8255 -0.01 0.08 0.00 0.090
H -2.4370 6.6594 0.0958 0.01 0.02 0.08 0.098
H 1.1248 6.1666 0.4475 -0.01 -0.05 0.00 0.140
H 0.3430 5.9338 -1.1319 0.00 -0.04 0.02 0.144
H -2.2227 2.5913 1.3880 -0.01 0.02 -0.11 0.078
H -2.9315 4.1571 1.4949 0.10 0.00 -0.01 0.117
C 2.2792 -5.8243 -0.1599 0.06 0.00 0.00 -0.099
C 1.2396 -5.4137 0.6575 -0.01 -0.11 0.04 -0.084
C 0.7400 -4.1263 0.5757 0.01 0.00 -0.03 -0.016
C 1.2895 -3.2136 -0.3230 0.07 -0.35 -0.04 -0.191
C 2.3310 -3.6434 -1.1513 -0.12 0.03 0.06 -0.037
C 2.8163 -4.9328 -1.0739 0.08 -0.13 -0.04 -0.089
C 0.9470 -1.7937 -0.3797 -0.13 0.50 0.09 -0.052
C -0.0990 -1.1257 0.1107 0.23 -0.07 0.17 -0.131
C -1.3249 -1.6892 0.6735 -0.29 -0.34 0.14 -0.269
C -2.4243 -1.8921 -0.1689 0.15 -0.02 0.21 -0.025
C -3.6121 -2.3872 0.3340 -0.05 -0.08 -0.03 -0.080
C -3.7298 -2.6893 1.6821 -0.08 0.00 0.05 -0.090
C -2.6474 -2.4957 2.5246 -0.05 -0.04 0.17 -0.081
C -1.4535 -2.0009 2.0310 -0.03 0.23 -0.26 -0.089
H 2.6837 -6.8227 -0.0767 -0.02 -0.09 0.00 0.097
H 0.8277 -6.1014 1.3800 -0.10 -0.08 0.08 0.099
H -0.0608 -3.8224 1.2300 -0.01 -0.03 0.03 0.093
H 2.7600 -2.9501 -1.8618 0.04 0.11 -0.04 0.113
H 3.6277 -5.2425 -1.7154 0.07 -0.02 -0.09 0.100
H 1.7353 -1.2388 -0.8765 -0.09 0.13 -0.03 0.089
H -2.3392 -1.6436 -1.2170 0.05 0.00 -0.12 0.123
H -4.4537 -2.5459 -0.3263 -0.05 0.02 -0.06 0.106
H -4.6639 -3.0667 2.0733 -0.04 -0.03 0.04 0.101
H -2.7308 -2.7314 3.5770 -0.03 -0.02 0.05 0.102
H -0.6105 -1.8491 2.6929 0.02 -0.03 0.00 0.089
```
Positions in Å, forces in eV/Å.

=====

Density functional theory data (ωB97M-V/def2-TZVPD) for a molecular structure, C24H23HfN8O5S3.

Its HOMO energy is -11.2 eV. As for the LUMO energy: -4.13 eV. The charge is +1. The calculation puts the energy above the lowest of the compared OMol25 structures with the same formula, charge and spin at 16.4 kcal per mole. The orbital gap comes out at 7.032 eV.

Geometry as XYZ:
```
64
Properties=species:S:1:pos:R:3:forces:R:3:lowdin_charge:R:1
Hf 0.1432 0.1370 0.0387 -0.86 -1.08 -0.66 1.287
O 2.1591 3.6051 0.9855 -0.03 0.11 -0.01 0.119
C 1.7498 2.5682 0.5216 -0.13 -0.07 -0.05 -0.470
N 0.4934 2.0445 0.6164 0.64 0.88 0.83 -0.169
C -0.4797 2.6766 1.4888 0.18 -0.06 0.03 -0.126
C -1.0344 1.6475 2.4454 0.07 0.04 -0.06 -0.251
C -1.8838 2.0240 3.4710 -0.03 -0.03 0.14 0.015
C -2.3739 1.0594 4.3288 -0.02 0.01 0.01 -0.007
C -2.0102 -0.2696 4.1345 -0.06 -0.01 0.08 -0.027
C -1.1885 -0.5756 3.0791 0.04 0.00 -0.11 -0.113
N -0.6981 0.3580 2.2398 -0.10 0.08 -0.12 -0.042
C 2.6855 1.6555 -0.2533 -0.01 0.05 0.12 -0.190
C 3.7833 2.1915 -0.8895 0.14 -0.04 0.04 0.039
C 4.6373 1.3362 -1.5651 0.03 -0.05 -0.03 0.008
C 4.3716 -0.0291 -1.5650 0.09 0.05 -0.04 -0.018
C 3.2469 -0.4888 -0.9186 -0.09 0.01 0.09 -0.107
N 2.3997 0.3320 -0.2728 0.24 0.42 -0.25 -0.039
H -1.3045 3.0924 0.9050 -0.05 0.04 -0.02 0.143
H -0.0163 3.4967 2.0370 0.02 0.05 0.06 0.137
H -2.1457 3.0681 3.5868 0.02 -0.04 0.01 0.136
H -3.0342 1.3341 5.1410 0.01 -0.01 -0.01 0.127
H -2.3710 -1.0568 4.7821 0.01 0.04 -0.02 0.121
H -0.9172 -1.6043 2.8808 0.01 -0.01 -0.03 0.103
H 3.9435 3.2592 -0.8320 0.02 -0.03 0.00 0.138
H 5.5040 1.7247 -2.0843 -0.02 -0.02 0.01 0.129
H 5.0231 -0.7298 -2.0683 0.00 0.03 0.01 0.121
H 3.0012 -1.5424 -0.9047 -0.03 -0.01 0.00 0.107
S -0.0660 0.8966 -2.3175 -0.02 -0.01 -0.19 0.615
C -1.7733 0.9095 -1.9092 -0.04 -0.17 -0.10 -1.064
S -2.2502 -0.0467 -0.5098 -0.42 0.18 -0.04 0.596
C -2.6811 1.6317 -2.6101 -0.07 0.12 -0.09 -0.361
C -2.2769 2.3957 -3.7566 -0.06 -0.03 -0.01 -0.226
N -1.9348 2.9893 -4.6808 -0.03 -0.07 0.15 0.185
C -4.0589 1.6632 -2.2088 0.02 0.06 -0.10 -0.232
N -5.1590 1.7017 -1.8750 0.14 -0.04 -0.01 0.183
C 2.5000 -9.6680 -3.3878 -0.03 0.02 0.03 -0.102
C 2.3755 -8.4680 -2.4524 -0.01 0.01 -0.09 -0.296
S 2.2646 -6.9832 -3.4229 0.04 -0.15 -0.05 0.643
O 3.5004 -6.7997 -4.1312 -0.06 0.06 0.06 -0.291
O 1.0046 -6.9811 -4.1242 0.05 0.07 -0.02 -0.299
C 2.1660 -5.6728 -2.1953 -0.08 -0.03 0.01 -0.201
C 0.7150 -5.4075 -1.8155 0.07 0.02 0.07 -0.124
N 0.6094 -4.2333 -0.9267 0.23 -0.21 -0.13 0.075
C 0.3479 -2.9828 -1.3446 -0.17 0.04 0.12 -0.281
N 0.4283 -2.1230 -0.3097 0.26 -0.55 0.09 -0.036
C 0.7398 -2.8779 0.7946 0.21 0.37 0.25 -0.046
C 0.8724 -4.1639 0.4232 -0.01 -0.21 -0.03 -0.120
N 1.2108 -5.2689 1.2846 -0.35 -0.16 0.05 -0.320
O 1.4050 -6.3538 0.7707 0.11 0.10 0.00 0.105
O 1.2410 -5.0227 2.4692 0.13 0.04 -0.08 0.128
C -0.0197 -2.6712 -2.7482 0.05 0.05 0.00 0.024
H 2.5678 -10.5811 -2.8000 0.00 0.00 0.02 0.084
H 3.3943 -9.5845 -4.0029 0.00 0.00 0.02 0.083
H 1.6320 -9.7432 -4.0417 0.01 0.01 0.03 0.084
H 3.2509 -8.3448 -1.8124 -0.03 -0.07 0.00 0.109
H 1.4705 -8.5059 -1.8416 0.05 -0.04 0.01 0.106
H 2.6291 -4.8155 -2.6869 -0.03 0.03 0.03 0.110
H 2.7681 -5.9731 -1.3371 0.01 0.08 -0.04 0.101
H 0.2756 -6.2596 -1.3102 -0.03 -0.01 0.05 0.130
H 0.1274 -5.2067 -2.7030 -0.02 0.03 -0.04 0.111
H 0.8763 -2.4730 1.7860 0.03 -0.01 -0.04 0.122
H -0.7683 -3.3739 -3.1121 -0.02 0.03 0.02 0.105
H 0.8490 -2.7352 -3.4085 -0.01 -0.01 0.03 0.111
H -0.4203 -1.6663 -2.8121 0.00 0.07 0.01 0.022
```
Positions in Å, forces in eV/Å.

=====

Density functional theory data (ωB97M-V/def2-TZVPD) for a single C6H9N molecule.

Its HOMO energy is -6.2 eV. As for the LUMO energy: 0.94 eV. The calculation puts the energy above the lowest of the compared OMol25 structures with the same formula, charge and spin at 94.5 kcal per mole. The orbital gap comes out at 7.152 eV.

Geometry as XYZ:
```
16
Properties=species:S:1:pos:R:3:forces:R:3:lowdin_charge:R:1
C 0.3603 -1.9654 -0.3448 0.10 -0.29 0.09 -0.031
C -0.2214 -0.7576 0.1536 -0.04 0.14 -0.04 -0.431
C 0.3227 0.5733 0.0103 0.05 -0.04 0.09 -0.276
C 1.7564 0.8489 -0.3160 0.00 0.02 -0.05 -0.054
C -0.7337 1.4879 0.3544 -0.05 0.01 -0.02 -0.055
C -1.8392 0.7663 0.6637 0.05 -0.01 0.01 -0.114
N -1.5228 -0.5869 0.5727 -0.03 0.01 -0.03 0.068
H 1.4325 -2.0968 -0.2805 -0.14 0.04 -0.01 0.027
H -0.0295 -0.4762 -1.0377 0.01 0.08 -0.17 0.239
H -0.2694 -2.8391 -0.4596 0.06 0.13 0.03 0.025
H 1.8869 1.8823 -0.6521 -0.02 -0.16 0.05 0.078
H 2.1075 0.1809 -1.1175 -0.06 0.10 0.13 0.079
H 2.4197 0.6831 0.5435 -0.13 0.02 -0.10 0.085
H -0.6525 2.5665 0.3528 -0.04 -0.15 0.03 0.104
H -2.8386 1.0810 0.9253 0.14 -0.02 -0.02 0.105
H -2.1789 -1.3480 0.6321 0.08 0.12 0.01 0.152
```
Positions in Å, forces in eV/Å.

=====

Density functional theory data (ωB97M-V/def2-TZVPD) for a molecular structure, C4H6N2O.

Its HOMO energy is -9.5 eV. As for the LUMO energy: 1.02 eV. The calculation puts the energy above the lowest of the compared OMol25 structures with the same formula, charge and spin at 86.8 kcal per mole. The orbital gap comes out at 10.547 eV.

Geometry as XYZ:
```
13
Properties=species:S:1:pos:R:3:forces:R:3:lowdin_charge:R:1
N 0.9524 1.9970 0.4217 -0.51 -0.15 -0.06 0.160
C 0.1481 1.1932 -0.1138 0.36 0.47 0.64 -0.405
O -0.5841 1.3188 -1.2719 0.21 0.12 0.12 -0.011
C -1.0368 -0.0562 -1.2238 0.23 -0.31 -0.12 -0.052
C -0.1363 -0.2783 0.0439 0.15 -0.03 0.05 -0.290
C 0.9540 -1.1953 0.7644 -0.14 -0.06 -0.57 -0.056
N -0.4409 -1.2744 0.9899 -0.68 -0.43 0.08 0.033
H 0.9765 2.8830 -0.0824 -0.01 -0.03 0.04 0.061
H -2.1244 -0.0394 -1.0163 0.57 -0.38 0.31 0.126
H -0.8865 -0.5827 -2.1692 0.35 0.07 0.16 0.115
H 1.5876 -0.9159 1.6321 -0.40 0.84 -0.95 0.117
H 1.4650 -1.9159 0.1393 -0.45 -0.50 -0.01 0.088
H -0.8745 -1.1338 1.8861 0.32 0.40 0.29 0.116
```
Positions in Å, forces in eV/Å.

=====

Density functional theory data (ωB97M-V/def2-TZVPD) for a molecular structure, C3H5NOS2.

Its HOMO energy is -8.6 eV. As for the LUMO energy: -1.93 eV. The calculation puts the energy above the lowest of the compared OMol25 structures with the same formula, charge and spin at 154.9 kcal per mole. The orbital gap comes out at 6.651 eV.

Geometry as XYZ:
```
12
Properties=species:S:1:pos:R:3:forces:R:3:lowdin_charge:R:1
C 1.7079 -0.1886 -0.2072 1.14 -2.59 -3.12 -0.926
C -0.8540 0.0194 0.2646 -2.95 0.90 1.13 -0.143
C -2.0619 -1.0041 0.1957 -0.75 -0.45 -2.85 -0.651
H 0.8069 1.6363 -0.0799 1.75 -0.36 -0.68 0.097
H 2.5682 1.6163 -0.2763 1.88 1.14 0.50 0.063
H -1.4186 1.2337 -0.2080 2.32 -3.91 1.11 0.182
H -0.7366 0.2062 1.6128 0.69 -0.74 -4.33 0.194
H -1.7533 -2.1866 0.1481 -0.83 3.13 0.61 0.114
N 1.7199 1.1612 -0.2922 -4.13 -1.30 0.86 0.080
O 0.5412 -0.8405 -0.7714 -0.79 3.87 4.96 -0.151
S 3.1314 -1.1503 -0.0730 -2.36 1.49 0.14 0.568
S -3.6512 -0.5030 -0.3132 4.04 -1.17 1.66 0.573
```
Positions in Å, forces in eV/Å.